This record from the OMol25 dataset describes a cluster of 2 separate species, C32H36N3 in total in a non-equilibrium geometry. The level of theory is ωB97M-V with the def2-TZVPD basis set.

Results
Total charge = +1
E_HOMO = -0.378 Ha
Multiplicity = 1

```
71
C32H36N3, DFT ωB97M-V with the def2-TZVPD basis set
C 4.0416 0.7579 4.9377
C 3.9728 -0.5701 4.5054
C 2.7394 -1.0727 4.0943
C 1.6040 -0.2702 4.0907
C 0.2288 -0.8844 3.9219
C -0.5923 -0.5361 5.2294
C -1.8470 0.1961 4.7617
C -1.5185 0.6256 3.3143
N -0.5958 -0.4185 2.8006
C 1.6973 1.0712 4.4816
C 2.9110 1.5845 4.9373
H 4.9891 1.1649 5.2716
H 4.8566 -1.2122 4.4904
H 2.6143 -2.1001 3.7582
H 0.3028 -1.9808 3.8037
H -0.7773 -1.4256 5.8494
H -0.0540 0.1600 5.8889
H -2.7199 -0.4558 4.8267
H -2.0366 1.0594 5.4062
H -2.4335 0.7735 2.7024
H -1.0362 1.6292 3.4226
H -0.0815 -0.1618 1.9409
H 0.7981 1.6934 4.4802
H 2.9561 2.6202 5.2883
C 2.3404 -5.7583 -1.3942
N 1.6564 -4.4856 -1.4634
C 0.9197 -4.0789 -2.5200
C 0.4977 -2.7362 -2.3059
C -0.1379 -1.9892 -3.2712
C -0.7643 -0.7113 -3.2335
C -1.5264 -0.2571 -2.1301
C -2.0871 1.0106 -2.0934
C -1.8588 1.8997 -3.1858
N -2.2973 3.1916 -3.1330
C -3.2181 3.6401 -2.1191
C -2.9008 2.9974 -0.7777
C -2.8963 1.4762 -0.9252
C -2.2957 4.0528 -4.2893
C -1.0895 3.8037 -5.1829
C -0.9910 2.3265 -5.5316
C -1.1839 1.4321 -4.3493
C -0.6942 0.1418 -4.3675
C 1.0493 -2.3410 -1.0183
C 1.1873 -1.1056 -0.3966
C 1.9848 -1.0363 0.7668
C 2.6423 -2.1772 1.2501
C 2.5156 -3.4231 0.6239
C 1.7313 -3.4730 -0.5093
H 2.8817 -5.8550 -0.4506
H 1.6192 -6.5745 -1.4840
H 3.0367 -5.8519 -2.2342
H 0.7885 -4.7311 -3.3714
H -0.1251 -2.4677 -4.2609
H -1.6661 -0.9371 -1.2918
H -3.1176 4.7338 -2.0602
H -4.2675 3.4211 -2.4099
H -1.9135 3.3440 -0.4390
H -3.6543 3.3163 -0.0465
H -3.9394 1.1609 -1.0921
H -2.5455 1.0003 0.0015
H -3.2300 3.9238 -4.8762
H -2.2835 5.0855 -3.9143
H -1.2021 4.3913 -6.0982
H -0.1773 4.1385 -4.6723
H -1.7590 2.0906 -6.2824
H -0.0187 2.1172 -5.9862
H -0.2072 -0.2136 -5.2738
H 0.7267 -0.2107 -0.8005
H 2.1343 -0.0892 1.2950
H 3.2964 -2.1166 2.1241
H 3.0203 -4.3231 0.9763
```

---

This record from the OMol25 dataset describes a structure of composition C32H36N6O2PSeV in a non-equilibrium geometry. The level of theory is ωB97M-V with the def2-TZVPD basis set.

Results
Total charge = +1
E_HOMO (spin up / spin down) = -0.339 / -0.345 Ha
Multiplicity = 4

```
79
C32H36N6O2PSeV, DFT ωB97M-V with the def2-TZVPD basis set
V -0.2870 0.1392 0.6412
N 2.1821 1.7250 1.6173
P 2.0698 0.0132 1.3543
C 3.4846 -0.3075 0.2604
C 4.7851 -0.1287 0.7426
C 5.8765 -0.3025 -0.0915
C 5.6836 -0.6701 -1.4237
C 4.4007 -0.8573 -1.9111
C 3.3003 -0.6749 -1.0713
C 2.6209 -0.6858 2.9259
C 2.9116 -2.0514 2.9856
C 3.2844 -2.6342 4.1885
C 3.3741 -1.8541 5.3393
C 3.0925 -0.4999 5.2817
C 2.7060 0.0826 4.0782
C 1.4026 2.6008 0.8934
C 1.7649 3.9568 0.8469
C 0.9801 4.8365 0.1636
C -0.1658 4.3778 -0.4875
C -0.4483 3.0464 -0.4076
N 0.3053 2.1326 0.2635
H 3.0527 2.1241 1.9391
H 4.9496 0.1305 1.7851
H 6.8794 -0.1619 0.2938
H 6.5389 -0.8098 -2.0758
H 4.2486 -1.1419 -2.9450
H 2.3036 -0.8159 -1.4623
H 2.8743 -2.6619 2.0887
H 3.5178 -3.6911 4.2328
H 3.6592 -2.3066 6.2812
H 3.1515 0.1111 6.1729
H 2.4528 1.1359 4.0515
H 2.6591 4.2872 1.3636
H 1.2490 5.8870 0.1308
H -0.8215 5.0397 -1.0375
H -1.3345 2.6542 -0.8829
C 0.8329 -0.5251 8.5182
C 0.3969 -0.1956 7.1072
C -0.1640 -1.1650 6.2906
C -0.5876 -0.8968 4.9915
C -1.1473 -2.0388 4.1812
C -0.4591 0.4044 4.4884
Se -1.2223 0.9085 2.8112
C 0.1433 1.3940 5.2802
C 0.3950 2.8107 4.8080
C 0.5539 1.0738 6.5755
H 0.4157 -1.4789 8.8465
H 0.5127 0.2410 9.2262
H 1.9228 -0.5971 8.5961
H -0.2744 -2.1753 6.6759
H -1.2380 -2.9331 4.8006
H -0.4804 -2.2686 3.3446
H -2.1246 -1.7909 3.7602
H 0.3044 2.9042 3.7298
H 1.3957 3.1300 5.1170
H -0.3184 3.5102 5.2549
H 1.0096 1.8527 7.1852
N -5.6310 -0.7519 0.0298
C -4.4468 -0.4223 -0.5563
C -3.3123 -0.1689 0.2455
N -2.1551 0.1316 -0.3110
C -2.0866 0.2015 -1.6630
C -3.2015 -0.0647 -2.4165
N -4.3836 -0.3816 -1.8763
H -5.7698 -0.6094 1.0133
H -6.4431 -0.8014 -0.5608
H -3.3280 -0.1943 1.3306
H -1.1423 0.4648 -2.1152
H -3.1458 -0.0171 -3.4981
N -0.8533 -4.7448 0.4576
C -0.2510 -3.9909 -0.6301
C -0.2279 -2.5323 -0.2801
O 0.1929 -1.6306 -0.9847
O -0.6987 -2.2140 0.9196
H -0.2528 -5.4782 0.8033
H -1.7385 -5.1549 0.1964
H -0.9713 -3.0613 1.3502
H -0.7824 -4.0887 -1.5750
H 0.7821 -4.2864 -0.8065
```

---

This record from the OMol25 dataset describes a cluster of 8 separate species, C32H36N8O4 in total in a non-equilibrium geometry. The level of theory is ωB97M-V with the def2-TZVPD basis set.

Results
Total charge = 0
E_HOMO = -0.340 Ha
Multiplicity = 1

```
80
C32H36N8O4, DFT ωB97M-V with the def2-TZVPD basis set
C -3.8456 -15.6702 -3.9630
N -3.6779 -16.4074 -5.2485
O -4.2535 -15.9631 -6.2219
O -2.9476 -17.3787 -5.2617
H -2.9887 -15.0109 -3.9343
H -3.7623 -16.4069 -3.1659
H -4.8336 -15.2335 -3.9128
C -5.2747 -12.6308 -5.3352
N -3.8700 -12.2050 -5.5625
O -3.6613 -11.0891 -5.9838
O -2.9936 -12.9914 -5.2415
H -5.3672 -13.6342 -5.7402
H -5.9444 -11.9263 -5.8093
H -5.3810 -12.6798 -4.2500
C -0.9399 -16.5640 -2.5583
C -1.2821 -17.7096 -1.8597
C -1.6589 -17.5519 -0.5264
N -1.6836 -16.3879 0.1079
C -1.4189 -15.2971 -0.6039
C -1.0713 -15.3263 -1.9457
H -0.5908 -16.6442 -3.5818
H -1.2063 -18.6774 -2.3337
H -1.9167 -18.4322 0.0567
H -1.4424 -14.3540 -0.0711
H -0.7620 -14.4219 -2.4549
C -0.9594 -13.9920 -10.1443
C -1.8296 -14.6202 -9.2800
C -2.8759 -13.8815 -8.7478
N -3.0330 -12.5789 -8.9866
C -2.1812 -11.9767 -9.7863
C -1.1192 -12.6357 -10.3894
H -0.1591 -14.5310 -10.6368
H -1.7661 -15.6757 -9.0477
H -3.6780 -14.3170 -8.1634
H -2.3315 -10.9181 -9.9726
H -0.4097 -12.1171 -11.0206
C -3.3914 -12.2288 0.4757
C -2.7339 -11.9093 -0.6996
C -3.2649 -12.3580 -1.9048
N -4.3691 -13.0944 -1.9801
C -4.9609 -13.4496 -0.8421
C -4.5055 -13.0514 0.4039
H -2.9577 -11.8686 1.4005
H -1.8484 -11.2876 -0.7226
H -2.7830 -12.0568 -2.8301
H -5.8020 -14.1268 -0.9497
H -5.0064 -13.3538 1.3145
C -9.7521 -16.8143 -3.3922
C -8.5450 -17.4817 -3.4500
C -7.4102 -16.8340 -2.9934
N -7.4426 -15.5970 -2.5027
C -8.6066 -14.9561 -2.4690
C -9.7889 -15.5064 -2.9306
H -10.6779 -17.2781 -3.7106
H -8.5456 -18.5000 -3.8133
H -6.4548 -17.3469 -3.0083
H -8.5693 -13.9666 -2.0228
H -10.7218 -14.9677 -2.8349
C -5.6941 -21.0897 -7.7282
C -6.9508 -20.5179 -7.8656
C -7.3673 -19.5943 -6.9208
N -6.6326 -19.2438 -5.8722
C -5.4101 -19.7583 -5.7713
C -4.9119 -20.6967 -6.6541
H -5.3478 -21.8169 -8.4503
H -7.5494 -20.7390 -8.7399
H -8.3304 -19.1040 -7.0229
H -4.8333 -19.4253 -4.9184
H -3.9109 -21.0865 -6.5169
C -8.6389 -13.9732 -6.2770
C -9.3082 -13.9356 -7.4874
C -9.0590 -14.9349 -8.4202
N -8.1973 -15.9213 -8.2249
C -7.5740 -15.9637 -7.0533
C -7.7448 -15.0026 -6.0625
H -8.7898 -13.2004 -5.5323
H -10.0255 -13.1603 -7.7242
H -9.6083 -14.9282 -9.3558
H -6.8701 -16.7722 -6.8951
H -7.2463 -15.1411 -5.1119
```

---

This record from the OMol25 dataset describes a structure of composition C32H37AsN2OSSiTc in a non-equilibrium geometry. The level of theory is ωB97M-V with the def2-TZVPD basis set.

Results
Total charge = +3
E_HOMO = -0.614 Ha
Multiplicity = 1

```
76
C32H37AsN2OSSiTc, DFT ωB97M-V with the def2-TZVPD basis set
Tc -0.1176 0.3598 1.1662
O 0.4800 -1.0642 0.1693
As 1.0726 -2.3323 -0.9235
C 2.8853 -1.9986 -1.2673
C 3.8438 -2.5039 -0.3881
C 5.1824 -2.3023 -0.6796
C 5.5462 -1.6038 -1.8272
C 4.5819 -1.1058 -2.6968
C 3.2376 -1.3046 -2.4260
C 0.8114 -3.9065 0.0807
C 0.8805 -3.8430 1.4709
C 0.7310 -5.0111 2.2020
C 0.5169 -6.2194 1.5460
C 0.4622 -6.2712 0.1590
C 0.6070 -5.1112 -0.5862
C 0.0554 -2.1474 -2.4985
C 0.3185 -3.0285 -3.5482
C -0.3566 -2.8608 -4.7477
C -1.2618 -1.8164 -4.8931
C -1.5023 -0.9358 -3.8452
C -0.8431 -1.0951 -2.6367
H 3.5563 -3.0590 0.4951
H 5.9436 -2.7025 -0.0228
H 6.5943 -1.4574 -2.0527
H 4.8779 -0.5746 -3.5922
H 2.4824 -0.9451 -3.1123
H 1.0720 -2.9085 1.9814
H 0.7933 -4.9849 3.2816
H 0.3958 -7.1282 2.1213
H 0.3104 -7.2165 -0.3448
H 0.5572 -5.1578 -1.6658
H 1.0489 -3.8221 -3.4488
H -0.1670 -3.5375 -5.5701
H -1.7776 -1.6823 -5.8348
H -2.2044 -0.1218 -3.9746
H -1.0303 -0.4156 -1.8161
C -2.2862 -1.2439 3.2134
Si -2.5329 -0.5790 1.5123
C -3.7402 0.7795 1.2799
C -2.7809 -1.9278 0.2904
H -3.2565 -1.6222 3.5596
H -1.9443 -0.5071 3.9387
H -1.5926 -2.0904 3.2067
H -4.7400 0.3855 1.4992
H -3.7363 1.1150 0.2405
H -3.5719 1.6359 1.9357
H -3.6242 -2.5257 0.6588
H -1.9241 -2.5975 0.1946
H -3.0495 -1.5462 -0.6964
S 0.2327 1.4750 3.0911
C 0.3642 3.2434 3.1839
N -0.2585 3.8392 4.1726
C -0.1198 5.2857 4.4636
C 0.2864 6.0220 3.1984
C 1.4678 5.3337 2.5357
N 1.1652 3.8936 2.3720
H -0.8194 3.2749 4.7945
H 0.6143 5.4117 5.2587
H -1.0791 5.6405 4.8305
H 0.5539 7.0468 3.4478
H -0.5562 6.0596 2.5042
H 2.3748 5.4352 3.1312
H 1.6628 5.7456 1.5492
H 1.6304 3.3730 1.6449
C -0.6462 1.6709 0.1272
C -1.0678 2.6145 -0.8105
C -2.1474 3.4789 -0.5234
C -2.6130 4.3195 -1.5082
C -2.0024 4.3234 -2.7634
C -0.9173 3.4929 -3.0464
C -0.4443 2.6340 -2.0807
H -2.6023 3.4635 0.4592
H -3.4516 4.9736 -1.3110
H -2.3759 4.9886 -3.5324
H -0.4513 3.5233 -4.0221
H 0.3955 1.9773 -2.2746
```

---

This record from the OMol25 dataset describes a structure of composition C32H37BaBrIN5O2PS3. The level of theory is ωB97M-V with the def2-TZVPD basis set.

Results
Total charge = -2
E_HOMO (spin up / spin down) = 0.012 / -0.069 Ha
Multiplicity = 2

```
83
C32H37BaBrIN5O2PS3, DFT ωB97M-V with the def2-TZVPD basis set
Ba 0.2139 0.3334 -0.6735
C -5.1158 -0.5027 -1.7388
C -5.0423 -1.5018 -0.5870
N -4.3305 -1.0110 0.5682
C -2.9392 -0.8382 0.5374
S -2.0033 -1.8584 -0.5129
N -2.5669 0.0606 1.4108
N -1.2341 0.3778 1.5006
C -0.9057 1.2264 2.4687
C -1.9041 1.6840 3.5041
C 0.4269 1.7293 2.5281
C 0.8364 2.6505 3.5343
C 2.1162 3.1233 3.5702
C 3.0425 2.6914 2.6023
C 2.5835 1.8121 1.6448
N 1.3451 1.3397 1.5740
H -5.6264 -0.9369 -2.6004
H -4.1109 -0.2135 -2.0435
H -5.6547 0.4004 -1.4436
H -4.5453 -2.4119 -0.9192
H -6.0532 -1.7774 -0.2643
H -4.7512 -0.2032 1.0082
H -2.8577 1.1878 3.3523
H -2.0815 2.7618 3.4375
H -1.5486 1.4778 4.5161
H 0.1218 2.9821 4.2740
H 2.4105 3.8287 4.3402
H 4.0657 3.0382 2.5869
H 3.2585 1.4546 0.8718
N 2.4255 -1.5175 1.9318
C 3.1218 -2.6226 1.5205
C 3.2850 -3.6715 2.4354
C 4.0508 -4.7846 2.1452
C 4.6782 -4.8836 0.9175
C 4.5124 -3.8533 0.0041
C 3.7565 -2.7125 0.2593
C 3.6644 -1.7184 -0.8518
C 4.8572 -1.3848 -1.4980
C 4.8326 -0.7395 -2.7228
C 3.6129 -0.4621 -3.3122
C 2.4345 -0.7070 -2.6161
C 2.4088 -1.2967 -1.3299
H 1.8445 -1.6224 2.7490
H 2.0039 -0.9049 1.2520
H 2.7911 -3.5911 3.3974
H 4.1458 -5.5733 2.8826
H 5.2725 -5.7520 0.6614
H 4.9654 -3.9325 -0.9772
H 5.8089 -1.6429 -1.0425
H 5.7606 -0.4841 -3.2258
H 3.5794 -0.0306 -4.3101
H 1.4942 -0.4722 -3.1264
C 0.7460 6.2619 -4.9163
C 1.1956 5.1300 -4.0178
O 0.0515 4.6386 -3.3258
P 0.1771 3.2053 -2.5653
S -1.5243 2.9001 -1.6108
S 1.9025 2.9685 -1.6689
O 0.2410 2.1575 -3.8329
C -0.8814 2.0272 -4.6980
C -0.3783 1.8933 -6.1192
H 1.6002 6.6928 -5.4402
H 0.2673 7.0463 -4.3310
H 0.0296 5.9056 -5.6566
H 1.9368 5.4634 -3.2862
H 1.6521 4.3220 -4.5985
H -1.5429 2.8921 -4.5870
H -1.4473 1.1425 -4.3901
H 0.1565 2.7944 -6.4219
H -1.2105 1.7373 -6.8072
H 0.3034 1.0477 -6.2036
Br -2.3384 -6.0417 4.1151
C -3.2314 -4.3607 4.1706
C -4.5088 -4.3389 4.7143
C -5.1971 -3.1457 4.7812
C -4.6032 -1.9753 4.2970
C -3.3318 -2.0066 3.7587
C -2.6184 -3.2008 3.6905
I -0.7195 -3.1652 2.8294
H -4.9508 -5.2583 5.0725
H -6.1960 -3.1318 5.1977
H -5.1342 -1.0330 4.3191
H -2.9018 -1.1128 3.3405
```

---

This record from the OMol25 dataset describes a structure of composition C32H37ClHfN2Si2 in a non-equilibrium geometry. The level of theory is ωB97M-V with the def2-TZVPD basis set.

Results
Total charge = +2
E_HOMO = -0.470 Ha
Multiplicity = 1

```
75
C32H37ClHfN2Si2, DFT ωB97M-V with the def2-TZVPD basis set
C -1.3309 -0.3903 5.1349
C -2.0005 0.0516 3.9410
C -1.9572 -1.0253 2.9861
H -2.5993 0.9620 3.8263
C -1.2268 -2.1229 3.5759
C -0.8404 -1.7355 4.9004
H -0.4240 -2.4030 5.6613
H -1.3440 0.1181 6.1041
H -2.5345 -1.0770 2.0592
H -1.1103 -3.1118 3.1277
Hf 0.2058 -0.3045 3.3863
Si 0.0754 -0.1612 0.6867
C -0.7249 1.3830 0.0371
C -0.0467 2.3157 -0.7682
H 0.9584 2.0943 -1.1280
C -0.6482 3.5201 -1.1359
H -0.1174 4.2240 -1.7869
C -1.9244 3.8338 -0.6609
H -2.3660 4.8064 -0.8893
C -2.6222 2.9178 0.1319
H -3.6141 3.1635 0.5180
C -2.0325 1.6969 0.4618
H -2.5946 0.9868 1.0734
C -0.5590 -1.7326 -0.0609
C -1.6717 -1.7588 -0.9187
H -2.0427 -0.8278 -1.3460
C -2.2985 -2.9733 -1.2290
H -3.1924 -2.9778 -1.8636
C -1.7799 -4.1786 -0.7409
H -2.2782 -5.1235 -0.9790
C -0.6147 -4.1759 0.0340
H -0.1909 -5.1236 0.3839
C 0.0044 -2.9624 0.3449
H 0.9391 -2.9706 0.9135
H 1.5737 -0.1433 0.8601
Si 2.1099 0.1449 -3.4225
C 1.4701 -1.4808 -3.9913
C 0.6603 -1.4903 -5.1371
H 0.3985 -0.5485 -5.6252
C 0.1416 -2.6881 -5.6305
H -0.5103 -2.6704 -6.5028
C 0.4274 -3.8921 -4.9813
H -0.0186 -4.8187 -5.3381
C 1.2567 -3.8902 -3.8559
H 1.4808 -4.8292 -3.3480
C 1.7733 -2.6931 -3.3536
H 2.3840 -2.6999 -2.4487
C 0.9542 1.4652 -4.0286
C -0.4190 1.5918 -3.7716
H -0.9014 0.9460 -3.0336
C -1.1703 2.5901 -4.4055
H -2.2235 2.7183 -4.1465
C -0.5749 3.4427 -5.3383
H -1.1646 4.2210 -5.8226
C 0.7861 3.3095 -5.6161
H 1.2619 3.9633 -6.3465
C 1.5512 2.3610 -4.9373
H 2.6306 2.2975 -5.1005
H 3.4662 0.3598 -4.0063
Cl 2.5971 0.0259 -1.4245
N 0.1741 1.7952 4.1298
C 1.5753 2.3510 4.2291
C 2.3655 1.6994 5.3680
C 1.9128 0.3559 5.9463
N 1.8432 -0.7164 4.8937
H -0.3081 1.9663 5.0260
H -0.3801 2.3505 3.4587
H 2.0676 2.2286 3.2530
H 1.4900 3.4380 4.4015
H 3.4163 1.5977 5.0529
H 2.3710 2.4136 6.2007
H 2.6290 0.0276 6.7181
H 0.9347 0.4259 6.4420
H 1.6932 -1.6264 5.3544
H 2.7789 -0.8371 4.4973
```